45
Properties=species:S:1:pos:R:3:mulliken_charge:R:1 method="wB97M-V/def2-TZVPD" homo_lumo_gap_ev=7.6 multiplicity=1 charge=-1
C -5.20 3.69 1.65 -0.697
O -6.11 2.95 0.85 -0.393
C -5.47 2.26 -0.22 -0.505
C -4.72 1.03 0.23 -0.269
C -3.90 0.37 -0.89 -0.475
C -2.41 0.13 -0.50 -1.334
Nb -1.15 2.03 -0.62 -0.822
H -5.77 4.42 2.22 0.234
H -4.68 3.05 2.37 0.262
H -4.44 4.17 1.04 0.314
H -6.28 1.95 -0.88 0.287
H -4.83 2.93 -0.79 0.332
H -4.04 1.28 1.03 0.266
H -5.43 0.31 0.64 0.202
H -3.94 0.96 -1.80 0.370
H -4.31 -0.61 -1.09 0.329
H -2.42 -0.25 0.52 0.424
H -1.96 -0.64 -1.13 0.376
H -2.46 3.13 -1.33 0.018
H -1.73 2.63 1.03 -0.016
H 0.26 1.07 0.09 0.129
H -0.72 1.58 -2.36 -0.023
H 0.10 3.38 -0.63 0.014
C 5.61 -0.74 1.11 -1.431
C 4.21 -0.74 0.53 -0.324
N 4.08 -1.61 -0.62 0.093
C 2.85 -1.39 -1.37 -0.823
C 1.52 -1.67 -0.68 -0.708
C 4.45 -3.00 -0.40 -0.718
C 3.74 -3.76 0.73 -0.944
H 6.35 -0.52 0.34 0.333
H 5.69 0.03 1.88 0.441
H 5.87 -1.69 1.58 0.277
H 3.97 0.27 0.20 0.458
H 3.49 -0.98 1.33 0.252
H 2.91 -1.97 -2.30 0.349
H 2.85 -0.34 -1.69 0.376
H 1.33 -2.75 -0.57 0.241
H 0.70 -1.26 -1.28 0.255
H 1.46 -1.20 0.30 0.250
H 5.52 -3.03 -0.21 0.377
H 4.31 -3.54 -1.34 0.339
H 3.71 -3.19 1.65 0.242
H 4.28 -4.69 0.93 0.374
H 2.72 -4.03 0.46 0.266